Below is a structure of composition C41H58BCsFN11O3, with properties calculated with the ωB97M-V functional and the def2-TZVPD basis.

For the total energy, the calculation gives -2570.0296 Ha. The energy above the lowest of the compared OMol25 structures with the same formula, charge and spin is 0.000 eV. As for the HOMO energy: -6.9856 eV. The frontier orbital gap is 5.01 eV.

Atoms and positions in Å:
Cs (1.86, -1.20, -1.49)
C (3.31, -3.15, 0.80)
C (3.87, -4.49, 0.34)
C (3.36, -5.61, 1.23)
C (3.60, -4.81, -1.11)
C (4.10, -5.92, -1.83)
C (3.56, -5.78, -3.08)
N (2.81, -4.66, -3.10)
N (2.83, -4.06, -1.89)
B (1.96, -4.24, -4.33)
N (0.44, -4.30, -4.01)
C (-0.40, -5.20, -4.54)
C (-1.65, -5.00, -4.00)
C (-1.47, -3.92, -3.12)
N (-0.20, -3.51, -3.12)
C (-2.48, -3.23, -2.24)
C (-2.07, -3.31, -0.77)
C (-3.88, -3.78, -2.45)
N (2.36, -2.90, -5.01)
C (2.91, -2.87, -6.24)
C (3.11, -1.56, -6.60)
C (2.64, -0.83, -5.49)
N (2.19, -1.64, -4.55)
C (2.60, 0.68, -5.37)
C (2.20, 1.18, -3.99)
C (1.67, 1.27, -6.44)
H (3.61, -2.96, 1.83)
H (2.21, -3.14, 0.77)
H (3.69, -2.31, 0.21)
H (4.96, -4.44, 0.45)
H (2.27, -5.69, 1.16)
H (3.62, -5.43, 2.28)
H (3.78, -6.58, 0.95)
H (4.76, -6.70, -1.48)
H (3.66, -6.39, -3.96)
H (2.16, -5.09, -5.16)
H (-0.04, -5.91, -5.27)
H (-2.55, -5.55, -4.22)
H (-2.48, -2.18, -2.54)
H (-2.08, -4.34, -0.42)
H (-2.76, -2.73, -0.14)
H (-1.06, -2.92, -0.63)
H (-3.94, -4.83, -2.14)
H (-4.19, -3.73, -3.49)
H (-4.61, -3.22, -1.85)
H (3.12, -3.78, -6.77)
H (3.53, -1.18, -7.52)
H (3.61, 1.04, -5.58)
H (1.18, 0.88, -3.74)
H (2.25, 2.27, -3.97)
H (2.87, 0.82, -3.22)
H (0.65, 0.94, -6.27)
H (1.96, 0.95, -7.44)
H (1.69, 2.36, -6.41)
F (-3.60, 1.61, 3.66)
C (-2.27, 1.89, 3.70)
C (-1.40, 1.27, 2.85)
C (-0.04, 1.55, 2.94)
C (0.88, 0.85, 1.99)
O (0.40, 0.00, 1.25)
C (2.26, 1.25, 2.08)
C (2.63, 2.08, 3.08)
N (1.79, 2.70, 3.97)
C (2.32, 3.55, 5.01)
C (3.44, 4.47, 4.68)
C (2.07, 5.03, 4.94)
C (0.43, 2.45, 3.90)
C (-0.48, 3.07, 4.77)
C (-1.83, 2.80, 4.66)
N (-2.76, 3.44, 5.55)
C (-3.28, 2.56, 6.58)
C (-3.95, 3.38, 7.66)
N (-5.04, 4.22, 7.02)
C (-4.49, 5.08, 5.91)
C (-3.82, 4.18, 4.90)
C (3.37, 0.87, 1.08)
O (4.49, 0.69, 1.57)
O (3.00, 0.88, -0.11)
H (-1.74, 0.55, 2.12)
H (3.68, 2.29, 3.21)
H (2.33, 3.09, 5.99)
H (3.79, 4.49, 3.65)
H (4.21, 4.60, 5.42)
H (1.52, 5.39, 4.08)
H (1.89, 5.56, 5.87)
H (-0.15, 3.78, 5.51)
H (-2.46, 2.00, 7.03)
H (-3.99, 1.82, 6.17)
H (-3.25, 4.08, 8.11)
H (-4.42, 2.76, 8.42)
H (-5.50, 4.79, 7.72)
H (-5.74, 3.59, 6.62)
H (-3.78, 5.77, 6.37)
H (-5.33, 5.64, 5.49)
H (-3.41, 4.79, 4.10)
H (-4.58, 3.52, 4.44)
C (-1.67, 1.08, -3.27)
C (-2.86, 2.05, -3.07)
N (-2.86, 2.57, -1.69)
C (-1.56, 3.19, -1.43)
C (-0.42, 2.14, -1.53)
N (-0.98, 0.86, -2.00)
C (-1.94, 0.37, -1.02)
C (-3.03, 1.45, -0.77)
H (-0.95, 1.49, -3.99)
H (-1.99, 0.11, -3.66)
H (-3.82, 1.55, -3.23)
H (-2.81, 2.89, -3.76)
H (-1.59, 3.64, -0.43)
H (-1.42, 4.00, -2.15)
H (0.06, 1.96, -0.57)
H (0.35, 2.46, -2.23)
H (-1.40, 0.12, -0.11)
H (-2.38, -0.54, -1.40)
H (-2.98, 1.85, 0.25)
H (-4.04, 1.04, -0.91)